(1)
Here is C15H16AsCrF3NO7S3 as an isolated structure from OMol25. Energies are from wB97M-V/def2-TZVPD.

As for the energy above the lowest of the compared OMol25 structures with the same formula, charge and spin: 0.625 eV. The multiplicity is 5. The HOMO energy (alpha / beta) is -0.162 / -0.187 Eh. Its total charge is -1.

Cartesian coordinates (Å):
Cr (-0.0170, 0.2609, 0.0155)
F (-2.6612, -4.4959, 1.4658)
C (-3.0207, -3.5169, 2.3316)
F (-4.2952, -3.8120, 2.7101)
F (-2.2656, -3.6625, 3.4311)
C (-2.9565, -2.1557, 1.7164)
C (-4.1275, -1.4369, 1.5573)
C (-4.0815, -0.1863, 0.9590)
C (-2.8631, 0.2974, 0.5389)
N (-1.7199, -0.3831, 0.6804)
C (-1.7299, -1.6125, 1.2665)
S (-0.2124, -2.3690, 1.3913)
H (-5.0655, -1.8529, 1.8978)
H (-4.9746, 0.4059, 0.8211)
H (-2.7657, 1.2640, 0.0623)
O (1.5667, 0.7447, 1.6910)
S (2.4079, 1.2737, 0.6246)
O (3.8144, 0.9731, 0.7684)
O (1.8632, 0.8193, -0.6774)
C (2.3072, 3.0662, 0.5872)
C (3.4745, 3.7413, 0.9238)
C (3.5247, 5.1241, 0.8844)
C (2.4085, 5.8468, 0.4857)
C (1.2412, 5.1813, 0.1522)
C (1.1777, 3.7959, 0.2027)
S (-0.4230, 3.0390, -0.1017)
O (-0.6010, 2.1728, 1.0718)
O (-1.3678, 4.1349, -0.1658)
O (-0.3605, 2.2510, -1.3262)
H (4.3329, 3.1484, 1.2060)
H (4.4375, 5.6383, 1.1574)
H (2.4475, 6.9280, 0.4448)
H (0.3461, 5.7094, -0.1465)
C (0.9310, -2.6512, -3.6502)
As (0.4426, -2.4304, -1.7585)
C (2.2132, -2.4221, -0.9731)
C (-0.7373, -3.9741, -1.5239)
O (-0.4221, -1.0223, -1.7130)
H (1.4616, -3.5845, -3.8388)
H (1.5697, -1.8073, -3.9110)
H (0.0263, -2.6121, -4.2544)
H (2.8575, -3.1236, -1.5011)
H (2.1844, -2.6342, 0.0886)
H (2.5614, -1.4005, -1.1272)
H (-0.5671, -4.7060, -2.3132)
H (-1.7365, -3.5491, -1.6107)
H (-0.6260, -4.4153, -0.5408)

Force components x, y, z for each atom (eV/Å):
Cr 0.8 -0.3 -1.1
F -0.1 0.1 0.2
C 0.0 -0.2 0.0
F 0.2 -0.1 0.0
F -0.1 0.0 -0.1
C -0.3 0.2 -0.1
C 0.3 -0.1 0.0
C -0.2 0.2 -0.1
C 0.2 -0.1 -0.1
N -2.3 -0.6 0.9
C 0.3 0.1 -0.1
S 0.3 -0.2 0.1
H 0.0 0.0 0.0
H 0.0 0.0 0.0
H -0.1 0.0 0.0
O 0.1 0.2 -0.1
S 1.4 -0.4 0.5
O -0.2 0.2 -0.1
O -0.1 0.0 0.0
C 0.0 0.0 -0.1
C -0.1 -0.2 0.0
C -0.1 0.2 -0.1
C 0.2 0.0 0.1
C -0.1 -0.1 -0.1
C 0.0 -0.2 0.1
S -0.7 1.1 -0.1
O 0.0 -0.2 -0.2
O 0.2 0.0 0.1
O 0.0 0.0 0.0
H 0.0 0.1 0.0
H 0.0 0.0 0.0
H 0.0 0.0 0.0
H 0.0 0.0 0.0
C -0.1 0.2 0.3
As 0.2 -1.0 -1.1
C -0.3 0.0 0.1
C 0.4 0.2 0.2
O 0.2 0.7 0.7
H 0.0 0.0 0.1
H 0.0 0.0 -0.1
H 0.0 0.0 0.0
H -0.1 0.0 -0.1
H 0.0 0.0 0.0
H 0.0 0.0 0.0
H 0.1 0.1 0.0
H 0.0 0.0 0.0
H 0.0 0.0 0.1


(2)
Here is an isolated molecule of C13H21N5O3 from OMol25. Energies are from wB97M-V/def2-TZVPD.

As for the energy above the lowest of the compared OMol25 structures with the same formula, charge and spin: 7.609 eV. The HOMO energy is -0.350 Eh. Its total charge is 0. Its SMILES is CCN[C@@](C#N)(CCCO)[C@](C#N)(CON=O)N=C(C)C.

Cartesian coordinates (Å):
C (3.5978, -0.3623, 1.5022)
C (2.8098, 0.7713, 0.8539)
N (1.4156, 0.3580, 0.6932)
C (0.6498, 1.0395, -0.3548)
C (1.0084, 2.4785, -0.2651)
N (1.3493, 3.5705, -0.2147)
C (1.0921, 0.5582, -1.7820)
C (0.0789, -0.0630, -2.7409)
C (-0.1083, -1.5862, -2.5481)
O (0.5757, -2.0749, -1.3851)
C (-0.8972, 0.9714, -0.0111)
C (-1.5550, 1.9298, -0.9450)
N (-2.0410, 2.6136, -1.7226)
C (-1.1326, 1.5302, 1.4284)
O (-1.5522, 2.8951, 1.3897)
N (-2.7603, 3.1127, 2.1867)
O (-3.7143, 2.8965, 1.5757)
N (-1.5788, -0.2945, -0.2811)
C (-1.7079, -1.2565, 0.5389)
C (-0.8571, -1.5825, 1.7489)
C (-2.7785, -2.2664, 0.2292)
H (3.7325, -1.1962, 0.8105)
H (4.5903, 0.0035, 1.7676)
H (3.1120, -0.7070, 2.4159)
H (3.2984, 1.0108, -0.0981)
H (2.8688, 1.6392, 1.5107)
H (1.4089, -0.6290, 0.4548)
H (1.5722, 1.3974, -2.2841)
H (1.8869, -0.1736, -1.6376)
H (0.4716, 0.0709, -3.7509)
H (-0.8920, 0.4228, -2.7318)
H (-1.1741, -1.7999, -2.4495)
H (0.2382, -2.1265, -3.4320)
H (-0.0197, -2.6692, -0.9261)
H (-1.9116, 0.9456, 1.9161)
H (-0.2133, 1.4817, 2.0086)
H (-1.3018, -2.4018, 2.3134)
H (-0.7397, -0.7460, 2.4297)
H (0.1355, -1.8954, 1.4276)
H (-3.3889, -1.9362, -0.6062)
H (-2.3207, -3.2245, -0.0483)
H (-3.3684, -2.4637, 1.1244)

Force components x, y, z for each atom (eV/Å):
C 0.1 0.2 -0.1
C 0.3 -0.4 0.2
N -0.3 -0.3 0.1
C 0.4 0.0 0.1
C -0.1 -0.3 0.0
N 0.0 0.2 0.0
C 0.0 0.2 -0.3
C 0.1 -0.6 -0.2
C -0.4 0.1 0.0
O 0.1 0.0 -0.1
C 0.2 0.3 -0.3
C 0.1 -0.4 0.1
N -0.2 0.2 -0.2
C -0.1 0.3 0.1
O 0.3 -0.1 0.0
N -0.2 0.1 0.0
O 0.0 -0.1 0.0
N -0.5 0.3 0.6
C 0.3 0.1 -0.1
C -0.3 0.0 0.2
C 0.5 -0.4 -0.4
H -0.1 -0.1 0.1
H 0.0 -0.1 0.0
H 0.0 -0.1 0.0
H -0.1 0.2 0.0
H -0.1 0.2 -0.2
H 0.0 0.0 -0.1
H -0.2 0.1 0.0
H 0.0 0.1 0.1
H 0.0 0.1 0.0
H 0.0 0.1 0.1
H 0.0 0.0 0.0
H 0.2 0.0 0.1
H 0.0 -0.1 0.0
H 0.0 -0.1 -0.1
H 0.0 -0.2 0.0
H 0.0 0.0 0.0
H 0.2 0.1 0.0
H 0.0 0.0 0.0
H -0.1 0.1 0.1
H 0.0 0.0 0.1
H -0.1 0.1 -0.1


(3)
Here is an isolated ion of composition C4H12N2S and charge +1 from OMol25. Energies are from wB97M-V/def2-TZVPD.

As for the energy above the lowest of the compared OMol25 structures with the same formula, charge and spin: 3.771 eV. The multiplicity is 2. The HOMO energy (alpha / beta) is -0.474 / -0.469 Eh. Its total charge is +1.

Cartesian coordinates (Å):
C (-0.2757, 0.5751, 0.5381)
N (-0.0620, -0.8808, 0.6263)
C (1.3351, -1.3137, 0.2087)
C (1.6040, -0.8383, -1.4013)
S (2.8758, -1.2804, -2.4899)
C (-1.5114, 1.2778, 1.1732)
N (-2.7747, 1.2034, 0.3392)
H (0.5765, 1.0119, 1.0269)
H (-0.4010, 0.8321, -0.4878)
H (-0.3996, -1.2636, 1.5628)
H (1.5407, -2.4227, 0.3737)
H (2.0398, -0.8021, 0.9177)
H (0.6760, -1.2626, -1.9312)
H (1.6768, 0.2118, -1.2740)
H (2.3907, -1.5607, -3.6594)
H (-1.2664, 1.1542, 2.2427)
H (-1.3485, 2.3434, 1.1059)
H (-3.5937, 0.8064, 0.8672)
H (-3.0824, 2.2089, 0.2611)

Force components x, y, z for each atom (eV/Å):
C -2.2 0.1 -0.4
N 2.1 0.6 2.1
C 0.4 -1.4 -1.2
C -3.7 -1.3 1.1
S 3.8 -0.5 1.3
C 0.6 0.0 -0.4
N -0.9 0.5 2.2
H 0.9 0.3 -0.2
H 0.8 0.1 -1.1
H 0.2 -0.2 -1.8
H -0.9 1.4 -0.3
H -0.6 0.0 -0.7
H 0.9 1.4 1.0
H -0.7 1.0 -0.3
H -1.6 -0.4 -0.7
H -2.0 -0.5 0.3
H 1.2 0.3 -0.2
H 1.3 0.0 -0.7
H 0.4 -1.5 -0.2


(4)
Here is C17H28ClIrN4O2 as an isolated structure from OMol25. Energies are from wB97M-V/def2-TZVPD.

As for the energy above the lowest of the compared OMol25 structures with the same formula, charge and spin: 0.926 eV. The multiplicity is 2. The HOMO energy (alpha / beta) is -0.668 / -0.711 Eh. Its total charge is +3.

Cartesian coordinates (Å):
Ir (0.2467, 0.1458, -0.3879)
C (0.4673, -2.0708, 2.2681)
C (1.1389, -0.6890, 2.3644)
N (0.4866, 0.4142, 1.5964)
C (1.1973, 1.7147, 1.8702)
C (0.7788, 2.7596, 0.8533)
N (0.7678, 2.1714, -0.5247)
C (1.9798, 2.4097, -1.3645)
C (3.2903, 1.8040, -0.8620)
C (3.3107, 0.3247, -0.4316)
N (2.1472, -0.4946, -0.8901)
C (2.3450, -1.9446, -0.5592)
C (1.0470, -2.6733, -0.8386)
N (-0.1046, -1.9243, -0.2405)
C (-0.5225, -2.3435, 1.1337)
H (-0.0958, -2.2527, 3.1844)
H (1.2578, -2.8228, 2.2719)
H (2.1725, -0.7165, 2.0288)
H (1.1682, -0.3673, 3.4077)
H (-0.4717, 0.5080, 1.9410)
H (2.2639, 1.5057, 1.8281)
H (0.9676, 2.0372, 2.8868)
H (1.4333, 3.6307, 0.9035)
H (-0.2369, 3.0926, 1.0581)
H (-0.0114, 2.6218, -1.0022)
H (2.1188, 3.4871, -1.4721)
H (1.7354, 2.0292, -2.3589)
H (3.6844, 2.3985, -0.0362)
H (4.0022, 1.9432, -1.6761)
H (3.3431, 0.2271, 0.6513)
H (4.2147, -0.1595, -0.8046)
H (2.1503, -0.4460, -1.9139)
H (2.6340, -2.0094, 0.4881)
H (3.1658, -2.3505, -1.1516)
H (1.0809, -3.6957, -0.4597)
H (0.8704, -2.7311, -1.9141)
H (-0.9064, -2.1088, -0.8354)
H (-0.7426, -3.4128, 1.1230)
H (-1.4670, -1.8296, 1.3225)
Cl (-6.9943, -0.7069, -1.1477)
C (-5.4439, -0.1681, -0.8562)
C (-5.1922, 0.7761, 0.1825)
C (-3.9221, 1.2074, 0.4079)
C (-2.8309, 0.6869, -0.3600)
O (-1.6400, 1.0490, -0.1899)
C (-3.0945, -0.2064, -1.4399)
C (-1.9915, -0.5701, -2.3678)
O (-0.8149, -0.2290, -2.2193)
C (-4.3749, -0.6282, -1.6772)
H (-6.0220, 1.1440, 0.7718)
H (-3.7078, 1.9375, 1.1779)
H (-2.2806, -1.1836, -3.2339)
H (-4.5980, -1.2915, -2.5055)

Force components x, y, z for each atom (eV/Å):
Ir -1.2 0.4 -0.7
C 0.0 0.1 -0.1
C -0.1 0.1 0.2
N 0.8 0.1 0.3
C 0.0 -0.1 0.1
C 0.0 -0.2 0.1
N -0.1 -0.2 0.0
C 0.0 0.0 0.0
C -0.1 0.0 0.1
C 0.0 -0.1 0.0
N 0.1 -0.1 -0.3
C -0.1 0.1 0.1
C 0.1 0.0 0.0
N -0.1 0.1 0.5
C 0.1 0.0 0.0
H 0.0 0.0 0.0
H 0.0 0.0 0.0
H 0.0 0.0 0.0
H 0.0 -0.1 0.0
H 0.0 0.1 0.0
H 0.0 0.0 0.0
H 0.0 0.1 0.0
H 0.0 0.0 0.0
H 0.0 0.0 0.0
H 0.1 0.0 -0.1
H 0.0 0.0 0.0
H 0.0 0.0 0.0
H 0.0 0.0 0.0
H 0.0 0.0 0.0
H 0.0 0.0 0.0
H 0.0 0.0 0.0
H 0.0 0.0 0.1
H 0.0 0.0 0.0
H 0.0 0.0 0.0
H 0.0 0.0 0.0
H 0.0 0.0 0.0
H 0.0 -0.2 0.1
H 0.0 0.0 0.0
H 0.0 0.0 0.0
Cl 0.0 0.0 0.0
C 0.1 0.0 0.0
C 0.1 -0.1 -0.1
C -0.1 0.1 0.2
C -0.2 -0.1 -0.7
O 0.7 0.6 2.1
C 0.3 -0.7 -0.7
C -0.7 0.5 0.6
O 0.5 -0.6 -1.2
C -0.2 -0.1 -0.2
H 0.0 0.0 0.0
H 0.0 0.0 0.0
H 0.2 0.2 -0.1
H -0.1 0.0 0.0


Calculated E_tot (Eh), listed in the same order as above: -5937.2390 -1007.2642 -666.8838 -1597.6524
Calculated max |F| (eV/A), listed in the same order as above: 2.5 0.8 4.1 2.2